No. 1
ORCA calculation (ωB97M-V/def2-TZVPD) on a structure of composition C26H56CdF6NO17S2Zn.

Structure (XYZ):
```
110
Properties=species:S:1:pos:R:3:lowdin_charge:R:1
Zn -12.764 -12.296 23.032 0.411
Cd -1.822 -15.335 28.552 1.224
C -7.836 -13.547 27.295 0.200
C -6.505 -14.254 27.307 -0.216
C -5.945 -14.758 25.866 -0.315
O -4.782 -15.067 25.787 0.112
C -6.874 -14.794 24.787 0.190
C -8.144 -14.239 24.907 -0.284
C -8.616 -13.637 26.201 -0.309
O -9.725 -12.968 26.229 0.105
O -8.917 -14.334 23.885 0.103
O -5.746 -14.505 28.263 0.062
H -8.161 -12.964 28.144 0.154
H -6.450 -15.093 23.840 0.157
C -1.415 -9.868 29.729 -0.659
F -1.672 -8.577 29.943 0.174
F -0.483 -10.290 30.578 0.139
F -2.461 -10.587 30.011 0.153
S -0.889 -10.314 27.892 0.707
O -2.102 -10.357 27.080 -0.310
O -0.002 -9.178 27.484 -0.292
N -0.200 -11.900 28.109 -0.281
S 1.394 -11.637 28.100 0.553
O 1.845 -10.428 28.714 -0.232
O 2.113 -12.788 28.656 -0.275
C 1.752 -11.562 26.261 -0.650
F 1.743 -12.814 25.767 0.115
F 0.853 -10.895 25.460 0.099
F 2.899 -10.984 26.084 0.189
C -3.309 -10.859 19.092 -0.070
C -3.480 -10.997 20.655 -0.311
O -2.862 -12.255 20.932 -0.093
H -3.764 -9.919 18.779 0.065
H -3.889 -11.652 18.620 0.069
H -2.229 -10.877 18.949 0.074
H -4.513 -10.903 20.990 0.097
H -2.982 -10.184 21.183 0.100
H -3.112 -12.488 21.829 0.070
C -18.022 -9.229 23.805 -0.083
C -16.945 -9.574 24.890 -0.271
O -15.634 -9.645 24.243 -0.146
H -17.680 -8.416 23.166 0.069
H -18.868 -8.862 24.387 0.064
H -18.432 -10.057 23.227 0.068
H -17.153 -10.563 25.297 0.102
H -16.998 -8.861 25.713 0.104
H -15.397 -8.718 24.172 0.068
C -8.674 -6.706 29.554 -0.085
C -8.593 -5.176 29.860 -0.354
O -9.800 -4.515 29.711 -0.054
H -9.246 -7.229 30.321 0.061
H -7.682 -7.139 29.428 0.064
H -9.213 -6.758 28.608 0.066
H -7.971 -4.748 29.074 0.106
H -7.975 -5.023 30.744 0.107
H -10.310 -4.620 30.518 0.089
C -4.759 -20.073 31.042 -0.062
C -4.682 -20.294 29.494 -0.340
O -3.653 -19.692 28.770 -0.093
H -5.455 -19.270 31.286 0.066
H -3.701 -19.944 31.270 0.070
H -5.084 -20.965 31.578 0.071
H -5.619 -19.870 29.133 0.096
H -4.698 -21.359 29.263 0.109
H -3.643 -19.937 27.842 0.085
C -9.678 -14.499 35.247 -0.079
C -8.923 -14.861 33.940 -0.292
O -7.667 -14.157 34.007 -0.101
H -8.993 -14.228 36.050 0.070
H -10.299 -15.332 35.577 0.069
H -10.215 -13.553 35.180 0.068
H -9.421 -14.421 33.076 0.099
H -8.797 -15.936 33.813 0.101
H -7.363 -14.145 33.097 0.065
C 1.015 -14.530 33.918 -0.087
C -0.392 -15.035 33.512 -0.277
O -0.365 -15.980 32.392 -0.134
H 1.381 -13.783 33.213 0.073
H 1.723 -15.334 34.123 0.073
H 0.909 -14.090 34.909 0.074
H -1.025 -14.183 33.267 0.108
H -0.701 -15.587 34.399 0.103
H 0.286 -16.647 32.624 0.069
C 1.744 -19.584 25.208 -0.098
C 1.935 -18.885 26.574 -0.327
O 1.217 -17.703 26.468 -0.097
H 2.020 -20.638 25.166 0.075
H 2.047 -19.050 24.307 0.075
H 0.677 -19.658 24.999 0.065
H 3.011 -18.709 26.567 0.106
H 1.725 -19.566 27.398 0.117
H 1.565 -17.345 25.648 0.082
C -13.990 -10.470 31.737 -0.084
C -14.734 -9.579 30.633 -0.308
O -15.366 -8.568 31.344 -0.075
H -14.788 -10.750 32.425 0.071
H -13.227 -9.923 32.291 0.061
H -13.351 -11.283 31.394 0.060
H -15.372 -10.313 30.140 0.097
H -14.076 -9.175 29.865 0.101
H -15.201 -8.625 32.288 0.076
C -5.409 -21.898 21.030 -0.103
C -5.196 -20.540 21.651 -0.308
O -5.015 -20.822 23.032 -0.099
H -5.437 -21.940 19.941 0.071
H -6.313 -22.420 21.344 0.076
H -4.602 -22.609 21.207 0.075
H -6.136 -19.988 21.616 0.109
H -4.333 -20.019 21.237 0.110
H -5.508 -20.186 23.555 0.070
```

Summary:
- orbital gap (Eh) = 0.041
- E (Eh) = -5699.72961
- energy relative to the best compared isomer or geometry (same formula, charge and spin) (kcal per mole) = 450.3
- HOMO level (eV) = -10.64
- charge = +1

---

No. 2
ORCA calculation (ωB97M-V/def2-TZVPD) on a structure of composition C26H56N12ORu.

Structure (XYZ):
```
96
Properties=species:S:1:pos:R:3:lowdin_charge:R:1
Ru -0.313 0.324 -1.101 1.445
C -0.084 1.511 -3.774 -0.051
N 0.359 2.803 -3.308 -0.114
C 1.350 3.516 -4.130 0.009
C -0.100 3.254 -2.132 -0.357
N -0.592 2.335 -1.239 -0.101
C -1.724 2.805 -0.410 -0.196
C -2.687 1.654 -0.169 -0.139
N -1.950 0.518 0.474 -0.199
C -2.629 -0.804 0.324 -0.132
C -1.586 -1.900 0.176 -0.191
N -0.775 -1.604 -1.016 -0.126
C -0.519 -2.621 -1.896 -0.363
N -0.266 -3.850 -1.443 -0.108
C -0.621 -5.069 -2.184 0.012
C 0.401 -4.091 -0.168 -0.011
N -0.522 -2.360 -3.213 -0.124
C 0.284 -3.137 -4.163 -0.010
C -1.547 -1.537 -3.851 -0.020
C -1.680 0.856 1.886 -0.086
C 0.835 1.014 1.509 -0.141
N 1.091 0.161 0.375 -0.059
C 2.222 -0.605 0.361 -0.368
N 2.775 -1.090 1.485 -0.124
C 4.232 -1.152 1.681 0.006
C 2.004 -1.592 2.615 -0.020
N 2.822 -0.873 -0.804 -0.115
C 2.746 -0.008 -1.971 -0.038
C 3.624 -2.086 -1.009 -0.002
N -0.102 4.559 -1.862 -0.117
C -0.318 5.593 -2.888 0.009
C 0.118 5.091 -0.517 -0.006
H 0.365 1.286 -4.739 0.123
H -1.168 1.448 -3.860 0.107
H 0.319 0.726 -3.088 0.016
H 2.103 2.799 -4.452 0.105
H 1.834 4.281 -3.531 0.102
H 0.891 3.969 -5.007 0.113
H -2.260 3.614 -0.912 0.147
H -1.377 3.220 0.541 0.096
H -3.077 1.287 -1.122 0.128
H -3.548 1.962 0.432 0.153
H -3.237 -0.759 -0.581 0.129
H -3.306 -0.994 1.161 0.140
H -2.078 -2.871 0.086 0.143
H -0.950 -1.934 1.069 0.091
H -1.332 -4.833 -2.968 0.103
H -1.096 -5.754 -1.482 0.116
H 0.260 -5.553 -2.604 0.111
H 0.767 -3.152 0.242 0.063
H 1.246 -4.758 -0.341 0.115
H -0.274 -4.571 0.542 0.113
H 1.099 -3.631 -3.641 0.097
H 0.698 -2.444 -4.895 0.107
H -0.311 -3.879 -4.695 0.110
H -2.129 -0.995 -3.105 0.076
H -2.228 -2.177 -4.417 0.120
H -1.087 -0.841 -4.550 0.081
H -2.377 0.312 2.523 0.126
H -1.861 1.922 2.030 0.144
H 1.705 1.095 2.161 0.145
H 0.587 2.017 1.151 0.114
H 4.735 -0.536 0.941 0.107
H 4.600 -2.176 1.631 0.109
H 4.449 -0.749 2.669 0.114
H 0.973 -1.768 2.318 0.072
H 2.052 -0.911 3.469 0.094
H 2.441 -2.542 2.928 0.120
H 2.075 -0.432 -2.725 0.073
H 3.737 0.057 -2.423 0.120
H 2.442 1.000 -1.686 0.085
H 3.366 -2.834 -0.265 0.094
H 4.692 -1.879 -0.965 0.112
H 3.391 -2.473 -2.001 0.104
H -0.678 5.142 -3.807 0.101
H 0.592 6.162 -3.076 0.111
H -1.085 6.270 -2.511 0.116
H 0.534 4.319 0.127 0.084
H -0.800 5.496 -0.090 0.109
H 0.848 5.897 -0.593 0.118
N -0.307 0.560 2.356 -0.014
C -0.092 0.512 3.660 0.031
N -0.681 0.028 4.677 -0.012
C -1.652 -1.108 4.688 -0.053
C -2.886 -0.683 5.483 -0.171
O -2.513 -0.298 6.773 -0.078
C -1.681 0.837 6.764 -0.151
C -0.366 0.528 6.061 -0.038
H -1.141 -1.930 5.191 0.154
H -1.877 -1.400 3.662 0.113
H -3.562 -1.534 5.575 0.154
H -3.419 0.130 4.969 0.136
H -1.474 1.099 7.801 0.156
H -2.189 1.685 6.286 0.142
H 0.171 -0.279 6.561 0.152
H 0.274 1.402 5.966 0.142
```

Summary:
- orbital gap (spin up / spin down) (Eh) = 0.271 / 0.249
- E (Eh) = -1849.96263
- energy relative to the best compared isomer or geometry (same formula, charge and spin) (kcal per mole) = 0.0
- multiplicity = 5
- HOMO level (spin up / spin down) (eV) = -19.36 / -19.44
- charge = +4

---

No. 3
ORCA calculation (ωB97M-V/def2-TZVPD) on a cluster of 8 separate species, C26H56NO12 in total.

Structure (XYZ):
```
95
Properties=species:S:1:pos:R:3:lowdin_charge:R:1
N 32.540 22.370 12.311 0.373
H 32.354 21.727 13.096 0.124
H 32.565 21.857 11.598 -0.015
H 33.399 22.728 12.463 0.062
H 31.867 23.206 12.542 0.178
O 34.649 21.950 10.195 0.024
C 35.127 22.475 9.134 -0.445
O 35.069 21.938 7.958 0.035
C 34.200 20.906 7.756 -0.219
C 34.442 20.392 6.258 -0.034
C 35.865 23.832 9.171 0.058
H 33.176 20.899 7.836 0.076
H 34.696 20.052 8.295 0.136
H 35.335 20.033 6.146 -0.021
H 34.158 21.147 5.457 0.090
H 33.663 19.375 6.092 0.161
H 35.486 24.384 8.463 0.018
H 36.928 23.596 8.904 0.123
H 35.764 24.361 10.037 0.054
O 32.175 21.044 15.591 0.028
C 31.938 20.028 16.311 -0.475
O 32.323 18.766 16.008 -0.032
C 33.105 18.471 14.817 -0.144
C 33.844 17.018 14.923 -0.054
C 31.082 19.997 17.518 0.011
H 33.802 19.299 14.758 0.096
H 32.407 18.304 14.061 0.072
H 33.183 15.938 14.841 0.141
H 34.523 16.883 15.762 0.048
H 34.431 16.869 14.017 0.024
H 31.355 20.789 18.248 0.106
H 31.236 19.192 18.185 0.068
H 30.028 19.895 17.262 0.095
O 31.512 23.540 9.449 0.060
C 31.525 24.707 9.019 -0.534
O 30.824 25.193 8.023 0.034
C 29.829 24.410 7.354 -0.192
C 28.838 25.202 6.522 -0.050
C 32.307 25.699 9.768 0.021
H 29.244 23.784 7.964 0.093
H 30.437 23.758 6.736 0.128
H 28.017 24.521 6.043 0.132
H 29.253 25.768 5.802 0.028
H 28.241 25.976 6.937 0.066
H 33.362 25.930 9.376 0.117
H 32.475 25.482 10.896 0.113
H 31.740 26.534 9.552 0.053
O 29.574 21.390 12.679 0.065
C 28.626 20.825 13.209 -0.506
O 27.381 21.314 13.216 -0.001
C 27.087 22.612 12.574 -0.175
C 25.552 22.847 12.668 -0.064
C 28.749 19.491 13.797 0.052
H 27.491 22.863 11.500 0.150
H 27.575 23.426 13.243 0.134
H 25.428 23.867 12.395 0.068
H 24.952 22.501 13.494 0.085
H 25.161 22.375 11.865 0.027
H 29.742 19.048 13.823 0.098
H 28.438 18.727 13.175 0.087
H 28.342 19.550 14.638 0.014
O 31.657 19.521 11.876 0.104
C 32.127 19.191 10.835 -0.592
O 31.573 19.492 9.739 0.035
C 30.445 20.428 9.604 -0.118
C 30.059 20.837 8.134 -0.007
C 33.387 18.346 10.571 0.047
H 30.733 21.179 10.079 0.005
H 29.616 19.946 10.080 0.124
H 30.874 21.371 7.836 0.013
H 29.253 21.473 8.034 0.037
H 29.762 19.846 7.632 0.121
H 33.529 17.714 9.688 0.099
H 33.481 17.709 11.435 0.068
H 34.205 18.983 10.764 0.042
C 36.858 18.972 12.751 -0.020
C 36.272 20.371 12.684 -0.394
O 34.954 20.563 12.939 -0.061
C 37.240 21.453 12.370 -0.061
H 36.065 18.192 12.444 0.106
H 37.221 18.941 13.675 0.030
H 37.801 18.951 12.029 0.132
H 38.247 21.607 12.926 0.123
H 36.755 22.490 12.336 0.090
H 37.353 21.327 11.198 0.125
C 31.568 27.155 14.225 -0.017
C 32.200 25.803 14.613 -0.323
O 32.478 24.961 13.632 -0.059
C 32.431 25.514 16.056 0.008
H 31.402 27.779 15.078 0.061
H 30.489 27.186 13.748 0.131
H 32.052 27.521 13.349 0.065
H 33.239 24.888 16.212 0.076
H 31.658 25.002 16.300 0.031
H 32.463 26.360 16.759 0.113
```

Summary:
- orbital gap (Eh) = 0.376
- E (Eh) = -1981.37799
- energy relative to the best compared isomer or geometry (same formula, charge and spin) (kcal per mole) = 8.2
- HOMO level (eV) = -11.98
- charge = +1

---

Question: The highest energy relative to the best compared isomer or geometry (same formula, charge and spin) belongs to which entry?
Answer: C26H56CdF6NO17S2Zn